# C34H30Cl2N8O2Ru

A structure of composition C34H30Cl2N8O2Ru in a non-equilibrium geometry (the ωB97M-V functional and the def2-TZVPD basis, the Open Molecules 2025 dataset).

ORCA input file:
```
! wB97M-V def2-TZVPD RIJCOSX def2/J DEFGRID3
* xyz -1 2
Ru -0.015 -0.356 0.289
C 1.877 1.475 -1.885
C 0.459 2.082 -1.733
C 0.056 2.607 -0.347
N -0.415 1.570 0.541
C -1.114 1.877 1.645
C -1.281 3.199 2.080
C -1.909 3.722 3.209
C -2.556 3.072 4.247
C -2.749 1.708 4.400
C -2.373 0.674 3.551
C -1.687 0.690 2.326
N -1.494 -0.433 1.640
C -2.081 -1.697 1.973
C -1.954 -2.641 0.771
C -0.557 -3.250 0.610
N 0.467 -2.240 0.590
C 1.750 -2.581 0.739
C 2.153 -3.917 0.614
C 3.388 -4.541 0.783
C 4.591 -3.987 1.183
C 4.843 -2.649 1.454
C 3.999 -1.547 1.358
C 2.640 -1.427 1.024
N 2.012 -0.254 1.005
C 2.708 0.987 1.199
C 3.570 1.422 -0.018
H 2.174 1.652 -2.943
H 1.190 -0.372 -1.990
H -0.259 1.313 -2.036
H 0.381 2.918 -2.433
H -0.757 3.329 -0.518
H 0.909 3.148 0.093
H -0.835 3.956 1.452
H -1.871 4.802 3.288
H -2.951 3.704 5.033
H -3.276 1.399 5.296
H -2.657 -0.311 3.895
H -3.150 -1.572 2.200
H -1.597 -2.150 2.856
H -2.198 -2.075 -0.130
H -2.670 -3.460 0.868
H -0.550 -3.812 -0.337
H -0.377 -3.955 1.439
H 1.376 -4.595 0.286
H 3.392 -5.609 0.594
H 5.432 -4.663 1.289
H 5.853 -2.418 1.774
H 4.493 -0.617 1.608
H 3.380 0.933 2.070
H 1.971 1.763 1.425
H 4.020 0.517 -0.443
H 4.364 2.081 0.345
Cl -0.111 -2.883 -4.439
C -1.480 -1.981 -3.878
C -2.662 -2.037 -4.598
C -3.779 -1.381 -4.128
Cl -5.260 -1.486 -5.044
C -3.748 -0.639 -2.935
C -4.865 -0.003 -2.357
C -4.698 0.722 -1.196
C -3.434 0.816 -0.625
N -2.369 0.200 -1.118
C -2.510 -0.534 -2.243
C -1.340 -1.242 -2.691
O -0.249 -1.213 -2.014
H -2.705 -2.605 -5.513
H -5.827 -0.091 -2.839
H -5.537 1.220 -0.733
H -3.283 1.410 0.266
O 1.956 0.119 -1.604
N 2.860 2.149 -1.044
C 3.430 3.301 -1.555
C 4.639 3.811 -1.111
N 5.654 4.261 -0.782
C 2.833 4.001 -2.593
N 2.370 4.618 -3.456
*
```

For the HOMO energy (spin up / spin down), the calculation gives -2.13 / -3.40 eV. The expectation value of S² is 1.12. For the LUMO energy (spin up / spin down), the calculation gives 0.6 / 1.8 eV. As for the maximum force: 0.039 hartree/bohr.

Atom charges from the Mulliken analysis, given in e for atoms 1 to 8:
1. Ru 0.2074
2. C -0.6474
3. C -0.9849
4. C -1.7153
5. N 1.5431
6. C 0.4142
7. C -0.9625
8. C -0.8357